*A*
C4H3NS | wB97M-V/def2-TZVPD

Each line ends with the Mulliken charge.
Cartesian coordinates (Å):
C: 0.11 0.06 -0.02  0.5195
C: 2.75 -0.11 -0.09  -0.3048
S: 1.33 -1.24 -0.24  0.0046
N: 0.65 1.21 0.20  -0.5179
C: -1.38 -0.16 -0.02  -0.9366
H: -2.00 0.74 0.06  0.3020
H: -1.51 -0.73 0.92  0.2745
H: -1.85 -0.54 -0.99  0.2930
C: 1.89 0.79 0.18  0.3657

Its multiplicity is 1. The LUMO energy comes out at -0.572 eV. Its orbital gap is 0.3343 Ha.

*B*
C4H3NS | wB97M-V/def2-TZVPD

Each line ends with the Mulliken charge.
Cartesian coordinates (Å):
H: 0.79 1.80 0.28  0.3375
C: -0.02 -0.10 0.00  0.2699
S: 0.89 -2.14 -1.11  0.1315
C: -0.16 1.28 0.48  -1.0259
C: -0.67 -1.26 0.11  0.5220
H: -0.88 1.90 -0.31  0.2247
H: -0.36 1.49 1.57  0.3046
N: 1.03 -0.46 -0.77  -0.4766
C: -0.62 -2.51 -0.25  -0.2875

Its multiplicity is 1. The LUMO energy comes out at -1.149 eV. The SMILES is CC1=NS2#CC=21. Its orbital gap is 0.3238 Ha.

Pick *A*: it beats the second-best structure by 9.4 kcal/mol.

*A*
C5H9NO3 | wB97M-V/def2-TZVPD

Each line ends with the Mulliken charge.
Cartesian coordinates (Å):
C: 2.09 0.13 0.24  0.5483
H: 1.73 -1.79 0.38  0.3549
H: -1.31 -1.42 -0.91  0.3294
H: 1.13 0.40 2.11  0.3026
C: 0.85 0.46 1.04  -0.7112
H: 0.60 1.51 0.83  0.2376
C: -2.06 0.44 -0.01  -0.6210
O: 2.93 0.96 -0.03  -0.5645
H: -1.99 1.51 -0.27  0.2746
C: -0.94 -0.43 -0.63  0.1324
O: 2.37 -1.19 -0.04  -0.4776
H: -3.09 0.09 -0.14  0.2694
N: -0.09 0.05 -1.68  -0.5431
O: -1.56 0.17 1.32  -0.4742
H: 0.47 0.94 -1.69  0.2037
H: -0.21 -1.44 1.24  0.3243
C: -0.36 -0.43 0.80  0.1824
H: -0.55 0.05 -2.58  0.2320

Its multiplicity is 1. The LUMO energy comes out at 0.593 eV. The SMILES is N[C@@H]1CO[C@@H]1CC(=O)O. Its orbital gap is 0.3729 Ha.

*B*
C5H9NO3 | wB97M-V/def2-TZVPD

Each line ends with the Mulliken charge.
Cartesian coordinates (Å):
H: -2.00 -1.35 -1.49  0.3728
C: -2.16 -0.29 -1.30  -0.7580
H: 2.48 -0.49 -1.88  0.3409
C: 1.14 1.28 0.75  -0.7632
H: -3.01 -0.17 -0.62  0.2747
H: -0.47 -1.98 1.38  0.2432
O: -0.98 0.30 -0.75  -0.2799
N: -0.56 -1.67 0.42  -0.7722
C: 1.74 -0.12 -0.17  0.6620
O: 1.82 0.11 -1.49  -0.4135
O: 2.49 -0.86 0.41  -0.5446
H: -2.35 0.25 -2.22  0.2450
H: -0.86 1.24 1.61  0.2606
H: 0.31 0.03 2.28  0.3358
H: 1.97 1.53 1.40  0.4045
H: 0.84 2.00 -0.01  0.2750
C: -0.38 -0.40 0.27  0.5457
C: -0.01 0.59 1.41  -0.4286

Its multiplicity is 1. The LUMO energy comes out at 0.150 eV. The SMILES is [H]/N=C(\CCC(=O)O)OC. Its orbital gap is 0.3567 Ha.

*C*
C5H9NO3 | wB97M-V/def2-TZVPD

Each line ends with the Mulliken charge.
Cartesian coordinates (Å):
C: 0.63 0.55 0.09  0.4587
O: 1.17 -1.70 -0.74  -0.6419
H: 2.53 -0.67 -2.62  0.3660
H: 0.53 -1.83 0.82  0.4446
N: 0.37 0.00 1.34  -0.1821
C: -2.27 -0.14 0.72  -1.0457
O: 0.83 1.73 -0.19  -0.5972
H: -2.30 -1.13 1.18  0.2834
H: -3.23 0.32 0.96  0.3878
C: -1.15 0.73 1.26  -0.4857
C: 2.03 0.11 -2.04  -1.1648
H: 1.34 0.67 -2.69  0.2897
H: -1.29 0.90 2.33  0.3484
O: 0.28 -1.34 1.63  -0.3795
C: 1.25 -0.50 -0.92  0.9437
H: 2.79 0.79 -1.65  0.3128
H: -2.22 -0.25 -0.37  0.2997
H: -1.29 1.75 0.89  0.3621

Its multiplicity is 1. The LUMO energy comes out at -0.302 eV. The SMILES is CCN(O)C(=O)C(C)=O. Its orbital gap is 0.3332 Ha.

*D*
C5H9NO3 | wB97M-V/def2-TZVPD

Each line ends with the Mulliken charge.
Cartesian coordinates (Å):
C: 0.88 -0.22 1.81  -1.3230
H: -1.44 2.02 -0.40  0.4183
H: 1.90 -0.10 2.17  0.3756
H: 0.18 0.10 2.58  0.3384
C: 1.38 0.11 -0.71  -0.4212
H: 0.78 1.68 0.68  0.3578
C: -1.24 0.18 0.07  0.4902
N: 0.19 0.52 -1.38  -0.1500
O: -1.92 1.37 0.11  -0.5439
O: -1.56 -0.81 0.73  -0.6945
H: -1.64 0.09 -2.21  0.4153
H: 2.25 0.69 -1.05  0.3020
H: 1.57 -0.96 -0.71  0.3183
O: -0.72 -1.67 -1.58  -0.5383
H: 0.69 -1.28 1.62  0.2978
C: -0.88 -0.31 -1.53  -0.0557
C: 0.69 0.60 0.56  0.0579
H: -1.13 -2.01 -0.76  0.3550

Its multiplicity is 1. The LUMO energy (alpha / beta) comes out at -1.162 / -1.160 eV. Its orbital gap (alpha / beta) is 0.2572 / 0.2573 Ha.

Pick *A*: it beats the second-best structure by 25.5 kcal/mol.

*A*
C22H25NO4S | wB97M-V/def2-TZVPD

Each line ends with the Mulliken charge.
Cartesian coordinates (Å):
H: 0.36 3.28 1.31  0.2706
C: -1.35 1.53 -0.75  -0.5503
H: 2.00 1.76 -0.76  0.4270
H: -3.12 4.54 1.13  0.3009
S: 2.89 -2.11 1.65  -0.3079
C: 5.17 -1.46 0.16  -0.4678
H: -2.72 3.49 -1.72  0.3230
H: 0.74 0.00 -1.96  0.3910
O: -2.97 -2.90 -0.95  -0.7083
C: 2.95 -0.79 -0.60  -1.0048
H: 0.71 2.89 -1.17  0.5094
C: 0.02 1.08 -0.23  0.7190
O: -2.36 0.56 -0.51  -0.3729
H: 2.90 0.27 -2.48  0.4181
C: 3.79 -1.42 0.33  0.9008
H: -5.25 -2.99 -0.45  0.3612
N: -4.33 -1.16 -0.45  -0.0850
C: 1.42 -1.54 0.96  -0.3455
C: -6.59 -1.59 2.10  0.2492
C: 3.52 -0.21 -1.73  0.2096
H: 1.88 3.88 0.64  0.3892
C: 1.32 2.98 0.88  -0.6610
H: 2.17 2.76 2.85  0.4145
C: 1.57 -0.87 -0.21  0.0316
C: -3.13 -1.72 -0.72  0.0784
C: -2.99 4.70 0.06  -1.3024
H: 0.50 -1.75 1.47  0.5082
C: -0.76 -1.15 -0.98  -1.2153
H: -1.31 1.69 -1.85  0.3837
H: -0.59 -2.19 -1.18  0.5192
H: -3.85 5.23 -0.33  0.4333
C: 2.12 2.19 1.92  -0.4446
C: 1.06 2.19 -0.40  -1.1494
H: 6.78 -0.87 -1.11  0.3942
C: -6.13 -1.77 1.01  -0.4377
H: 5.79 -1.95 0.90  0.4354
H: 1.62 1.23 2.14  0.1801
C: -5.54 -1.94 -0.30  -0.9646
C: -2.85 3.36 -0.64  -0.1272
H: -2.10 5.29 -0.10  0.3068
C: 4.89 -0.24 -1.90  -1.0443
H: 5.33 0.21 -2.77  0.4042
C: 0.42 -0.23 -0.94  1.1837
H: -6.27 -1.66 -1.07  0.3186
H: -4.36 -0.18 -0.22  0.2291
H: 3.48 1.42 0.76  0.2982
H: -3.75 2.74 -0.48  0.1495
O: -1.71 2.70 -0.10  -0.2184
C: -2.00 -0.74 -0.74  0.1473
H: -0.12 0.86 0.84  0.2301
O: 3.46 1.97 1.55  -0.5648
H: -7.00 -1.45 3.05  0.4125
C: 5.71 -0.86 -0.95  -0.5552

Its multiplicity is 1. The LUMO energy comes out at 0.631 eV. The SMILES is C#CCNC(=O)C1=C[C@H](c2csc3ccccc23)[C@@H](CCCO)[C@H](OCC)O1. Its orbital gap is 0.3284 Ha.

*B*
C22H25NO4S | wB97M-V/def2-TZVPD

Each line ends with the Mulliken charge.
Cartesian coordinates (Å):
H: 0.93 4.27 -4.65  0.3847
C: -1.47 -4.89 2.45  -0.2390
H: -1.23 -5.26 1.47  0.3922
C: -0.28 -0.62 -0.95  -0.9873
C: -2.09 -0.19 0.61  -1.4165
H: -2.15 -1.46 2.35  0.4601
O: 5.75 4.05 -4.21  -0.5929
S: -0.30 1.73 0.21  1.5205
C: 0.04 2.54 -1.35  0.0837
O: -1.22 2.52 0.98  -0.7945
C: -2.42 2.75 -1.80  -1.6500
O: 6.51 3.09 -2.34  -0.4405
C: -2.71 -5.11 4.50  -0.3986
H: 0.77 -2.37 2.69  0.4474
C: -0.58 -2.15 1.02  0.5689
H: -3.08 3.33 -2.44  0.4584
H: -0.92 -1.23 -1.61  0.4578
N: -1.14 0.37 -0.33  0.2576
H: -3.43 -5.64 5.10  0.3742
H: -2.32 -3.62 5.98  0.3811
H: -2.57 3.04 -0.76  0.3177
C: -2.08 -3.98 4.99  -0.6278
C: 1.72 3.35 -2.88  1.0981
H: 1.00 -2.28 -0.46  0.4842
C: -0.99 2.97 -2.18  0.8561
C: 3.10 3.56 -3.28  -0.2314
H: 0.79 -3.72 1.56  0.4568
H: -2.88 -6.45 2.84  0.3759
H: 2.11 2.37 -0.99  0.5641
C: 0.69 3.78 -3.71  -0.9487
H: 0.44 -0.08 -1.57  0.4272
C: -1.16 -3.30 4.21  -0.2160
C: 0.43 -1.51 0.07  -0.8822
C: 0.14 -3.01 2.07  -1.3431
O: 0.96 1.40 0.83  -0.7264
C: -0.84 -3.75 2.94  0.3453
C: -2.40 -5.57 3.23  -0.6554
H: -1.26 -2.79 0.45  0.2164
H: -2.61 0.65 1.07  0.5155
H: -0.67 -2.42 4.60  0.3660
H: -2.67 1.70 -1.89  0.2536
C: -0.64 3.59 -3.37  -0.9601
H: -1.41 3.94 -4.03  0.4004
C: 5.53 3.51 -3.15  0.4021
C: 4.20 3.21 -2.60  -0.7053
C: 1.37 2.72 -1.68  -0.5819
H: 7.38 3.30 -2.72  0.3438
H: -2.80 -0.79 0.05  0.4068
H: 4.19 2.72 -1.65  0.3901
H: 1.13 -0.89 0.63  0.2600
H: 3.24 4.06 -4.23  0.3566
C: -1.40 -1.04 1.68  -0.4934
H: -0.74 -0.39 2.26  0.2676

Its multiplicity is 1. The LUMO energy comes out at -0.303 eV. The SMILES is Cc1ccc(/C=C/C(=O)O)cc1S(=O)(=O)N1CCC(Cc2ccccc2)CC1. Its orbital gap is 0.3209 Ha.

Pick *B*: it beats the second-best structure by 47.1 kcal/mol.